1.
A cluster of 4 separate species, C27H57NO15S2 in total in a non-equilibrium geometry. Source: the Open Molecules 2025 dataset; level of theory: ωB97M-V with the def2-TZVPD basis set.

Last column: Löwdin charge in e.
Element x y z (Å)
1 C -3.074 3.923 0.453  -0.097
2 N -2.077 3.084 -0.229  -0.157
3 C -1.877 1.893 0.679  -0.057
4 C -0.806 3.771 -0.368  -0.472
5 O -0.418 4.493 0.494  0.120
6 C 0.066 3.635 -1.645  -0.069
7 C 0.650 2.204 -1.902  -0.646
8 S 1.413 1.730 -0.266  0.909
9 O 1.811 2.455 -2.723  -0.218
10 S 2.094 1.142 -3.662  0.634
11 O 3.116 0.416 -2.981  -0.245
12 O 2.423 1.385 -5.020  -0.199
13 O 0.590 0.546 -3.586  -0.180
14 C -0.264 1.103 -2.552  -0.262
15 C -1.674 1.476 -3.057  -0.040
16 C -1.654 1.487 -4.668  -0.231
17 C -0.972 2.838 -5.316  0.002
18 O -2.511 2.430 -5.248  -0.106
19 H -4.022 3.367 0.605  0.083
20 H -3.338 4.838 -0.112  0.094
21 H -2.758 4.248 1.472  0.096
22 H -2.828 1.635 1.170  0.077
23 H -1.512 1.073 0.030  0.054
24 H -1.116 2.191 1.431  0.093
25 H -0.555 3.914 -2.520  0.111
26 H 0.864 4.396 -1.570  0.141
27 H 0.686 0.625 0.080  -0.123
28 H -0.249 0.290 -1.797  0.116
29 H -2.401 0.665 -2.877  0.133
30 H -2.018 2.478 -2.771  0.111
31 H -1.455 0.521 -5.187  0.152
32 H -1.346 3.879 -5.369  0.131
33 H -0.522 3.025 -4.273  0.040
34 C 1.198 -4.907 4.861  -0.110
35 O 0.953 -4.790 3.477  -0.201
36 C 0.027 -5.762 3.017  -0.204
37 C -0.423 -5.437 1.607  -0.174
38 O -1.465 -4.467 1.564  -0.137
39 C -1.078 -3.120 1.788  -0.175
40 C -0.397 -2.487 0.591  -0.204
41 O 0.979 -2.815 0.556  -0.188
42 C 1.553 -2.478 -0.688  -0.094
43 H 1.596 -5.899 5.103  0.087
44 H 1.935 -4.155 5.139  0.089
45 H 0.280 -4.723 5.431  0.088
46 H -0.843 -5.795 3.684  0.130
47 H 0.529 -6.739 3.023  0.127
48 H -0.855 -6.342 1.174  0.127
49 H 0.416 -5.143 0.973  0.124
50 H -0.476 -3.023 2.694  0.128
51 H -2.014 -2.583 1.959  0.107
52 H -0.476 -1.391 0.670  0.107
53 H -0.888 -2.823 -0.331  0.133
54 H 1.104 -3.068 -1.495  0.095
55 H 2.617 -2.702 -0.647  0.096
56 H 1.420 -1.408 -0.887  0.055
57 C -9.479 0.722 0.568  -0.109
58 O -8.245 0.044 0.472  -0.200
59 C -7.282 0.796 -0.249  -0.204
60 C -5.906 0.177 -0.094  -0.175
61 O -5.255 0.558 1.114  -0.157
62 C -5.719 -0.089 2.297  -0.170
63 C -5.219 -1.515 2.428  -0.200
64 O -6.031 -2.404 1.676  -0.197
65 C -5.420 -3.673 1.542  -0.100
66 H -9.885 0.933 -0.427  0.088
67 H -10.177 0.080 1.104  0.089
68 H -9.362 1.655 1.130  0.088
69 H -7.265 1.830 0.116  0.129
70 H -7.568 0.787 -1.309  0.128
71 H -5.272 0.563 -0.896  0.122
72 H -5.938 -0.909 -0.200  0.124
73 H -6.806 -0.032 2.381  0.124
74 H -5.298 0.490 3.123  0.127
75 H -5.270 -1.824 3.481  0.130
76 H -4.180 -1.573 2.082  0.112
77 H -4.486 -3.584 0.977  0.083
78 H -6.099 -4.325 0.995  0.089
79 H -5.223 -4.113 2.526  0.090
80 C 6.239 -0.214 -2.807  -0.107
81 O 6.661 0.719 -1.833  -0.194
82 C 5.566 1.275 -1.117  -0.208
83 C 6.063 2.046 0.090  -0.174
84 O 6.334 1.212 1.213  -0.133
85 C 7.542 0.464 1.148  -0.181
86 C 8.776 1.304 1.420  -0.205
87 O 9.181 1.987 0.244  -0.201
88 C 10.134 2.990 0.518  -0.115
89 H 5.563 0.255 -3.527  0.074
90 H 7.121 -0.576 -3.335  0.087
91 H 5.744 -1.067 -2.329  0.089
92 H 4.887 0.477 -0.793  0.123
93 H 5.032 1.957 -1.791  0.121
94 H 5.261 2.713 0.416  0.124
95 H 6.924 2.670 -0.156  0.123
96 H 7.623 -0.077 0.203  0.123
97 H 7.462 -0.280 1.944  0.125
98 H 9.601 0.648 1.731  0.125
99 H 8.563 2.025 2.219  0.129
100 H 9.700 3.767 1.159  0.088
101 H 10.428 3.445 -0.427  0.087
102 H 11.022 2.563 0.997  0.086

Force components x, y, z for each atom (eV/Å):
C -0.7 0.9 0.6
N -0.3 -0.5 0.3
C 0.6 0.4 -0.8
C 0.0 -0.3 -0.4
O 0.3 0.9 0.6
C -1.2 -0.5 -0.6
C 0.3 1.8 1.5
S -0.2 -0.8 0.0
O -1.1 -1.1 -1.7
S 1.3 -0.1 0.2
O -1.2 -0.6 0.6
O -1.1 0.9 0.0
O 0.6 0.4 -0.3
C 1.2 -0.6 1.3
C 0.7 -0.6 -3.1
C -0.7 1.4 -1.4
C -0.2 -0.3 2.1
O 1.0 -1.9 2.9
H 0.7 0.0 -0.4
H 0.4 -0.5 0.1
H 0.0 -0.2 -0.6
H 0.4 0.0 -0.4
H -0.2 0.1 0.7
H -0.4 -0.6 -0.2
H 0.3 0.0 0.4
H -0.2 -0.7 0.1
H 0.3 0.6 -0.4
H -0.7 0.5 -0.4
H 0.2 0.5 0.6
H 0.0 -0.7 0.3
H -0.2 1.0 0.2
H 1.1 -0.1 -1.9
H -1.0 0.5 -0.3
C 0.0 0.1 -0.2
O -0.1 0.1 0.0
C 0.4 0.2 -0.1
C -0.2 -0.1 0.1
O 0.1 0.0 0.0
C -0.3 0.0 -0.1
C 0.4 0.1 0.3
O -0.1 -0.2 -0.1
C 0.0 -0.1 0.1
H -0.1 0.0 0.1
H 0.0 0.0 -0.1
H 0.0 -0.1 0.1
H -0.1 -0.1 -0.1
H -0.2 -0.1 0.0
H -0.1 0.0 0.0
H 0.1 0.1 0.2
H 0.2 0.0 -0.1
H 0.0 0.0 0.0
H -0.2 0.1 -0.1
H -0.1 0.0 0.0
H 0.0 0.1 -0.1
H 0.0 0.1 0.1
H 0.1 0.0 -0.2
C 0.1 -0.1 0.0
O 0.1 0.1 0.2
C -0.2 -0.4 0.0
C 0.1 0.2 0.0
O -0.1 -0.1 0.0
C 0.3 0.0 0.0
C -0.6 -0.2 0.0
O 0.1 0.1 -0.1
C -0.1 0.1 0.0
H 0.0 0.1 0.0
H 0.1 0.0 0.0
H -0.1 0.1 -0.1
H 0.1 0.0 -0.1
H 0.1 0.2 -0.1
H 0.0 0.1 0.0
H -0.2 0.0 0.1
H 0.0 -0.2 -0.1
H 0.0 0.0 -0.1
H 0.2 0.1 0.1
H 0.0 0.1 0.1
H 0.1 -0.1 0.1
H 0.0 0.1 0.0
H 0.1 -0.1 0.0
C 0.1 0.2 0.1
O 0.1 -0.1 0.1
C 0.5 0.1 -0.2
C -0.2 -0.1 0.1
O 0.1 0.0 -0.1
C -0.1 0.1 0.3
C 0.1 -0.1 -0.5
O -0.1 0.1 0.0
C -0.1 -0.1 -0.1
H -0.1 -0.1 0.0
H 0.0 0.1 0.1
H -0.1 0.0 -0.1
H -0.1 0.1 0.0
H -0.2 0.0 0.1
H 0.0 -0.1 0.0
H 0.1 -0.1 -0.1
H 0.1 0.2 -0.1
H 0.0 0.1 0.0
H 0.0 0.0 0.2
H 0.0 -0.1 0.1
H 0.1 0.0 0.1
H 0.0 -0.1 0.0
H 0.0 0.1 0.1

**Electronic energy**: -82783.6992 eV
**Total charge**: 0
**E_LUMO**: 0.1 eV
**SMILES**: CN(C)C(=O)C[C@]1(S)OS(=O)(=O)O[C@@H]1C[C@@H]1CO1.COCCOCCOC.COCCOCCOC.COCCOCCOC


2.
An isolated molecule of C9H12O in a non-equilibrium geometry. Source: the Open Molecules 2025 dataset; level of theory: ωB97M-V with the def2-TZVPD basis set.

Last column: Löwdin charge in e.
Element x y z (Å)
1 C 0.306 -1.531 0.018  0.026
2 C 1.225 -0.592 -0.247  -0.259
3 C 0.366 1.055 1.339  -0.109
4 C 0.570 0.754 -0.176  -0.159
5 C -1.029 0.539 1.215  -0.035
6 C -1.010 -0.936 0.120  -0.310
7 C -0.960 0.509 -0.290  -0.359
8 C 2.696 -0.752 -0.398  -0.044
9 C -1.865 1.158 -1.293  -0.002
10 O -2.186 -1.634 0.118  0.049
11 H 0.473 -2.587 0.138  0.118
12 H 1.045 0.552 2.033  0.113
13 H 0.386 2.127 1.528  0.113
14 H 1.024 1.539 -0.773  0.147
15 H -1.869 0.582 1.879  0.113
16 H 3.024 -0.382 -1.369  0.080
17 H 2.978 -1.798 -0.307  0.077
18 H 3.220 -0.178 0.366  0.081
19 H -2.903 0.979 -1.025  0.083
20 H -1.687 0.744 -2.284  0.084
21 H -1.685 2.230 -1.321  0.080
22 H -2.120 -2.378 0.729  0.111

Force components x, y, z for each atom (eV/Å):
C 0.3 0.0 -0.5
C -0.1 -0.2 -0.1
C 0.0 0.1 0.4
C 0.2 -0.3 -0.2
C 0.2 -1.7 -1.2
C 0.2 2.5 1.7
C -0.6 -0.4 0.0
C -0.1 -0.1 0.1
C 0.1 -0.2 0.0
O -0.2 -0.1 -0.2
H 0.2 -0.2 0.1
H 0.1 0.0 0.0
H 0.0 0.1 0.0
H 0.0 0.1 0.0
H -0.3 0.0 0.1
H 0.1 0.0 -0.1
H 0.1 0.0 0.0
H 0.1 0.0 0.0
H -0.1 0.0 0.0
H 0.0 0.0 -0.1
H 0.0 0.1 0.0
H 0.0 0.2 0.0

**Electronic energy**: -11572.4621 eV
**Energy above the lowest of the compared OMol25 structures with the same formula, charge and spin**: 2.466 eV
**Total charge**: 0
**E_LUMO**: 0.9 eV
**SMILES**: CC1=C[C@@]2(O)[C@H]3C[C@@H]1[C@]32C


Q: Number 1 is which compound?
A: C27H57NO15S2


Q: Which value of electronic energy does entry 2 give?
A: -11572.4621 eV